No. 1
A 2-piece molecular cluster, C3H4S3 overall in a non-equilibrium geometry, computed with ωB97M-V with the def2-TZVPD basis set.

Structure (ORCA input):
```
! RIJCOSX wB97M-V def2-TZVPD def2/J DEFGRID3
* xyz 0 1
C 1.6929 0.3000 -0.2383
C 1.3098 -0.7644 0.5293
C -1.4339 0.1242 -0.1436
S -0.5482 1.4273 -0.1909
S -3.0081 -0.4160 0.0711
S 0.1482 -1.8659 -0.1803
H 2.3134 1.0876 0.2478
H 1.5801 0.5856 -1.3514
H 1.7271 -1.1088 1.4956
H -3.7815 0.6302 -0.2391
*
```

Values from the calculation:
ΔE to the lowest compared entry with this formula, charge and spin ... 77.80 kcal per mole
HOMO energy ... -0.304 Eh

No. 2
One molecule with the formula C6H10, computed with ωB97M-V with the def2-TZVPD basis set.

Structure (ORCA input):
```
! RIJCOSX wB97M-V def2-TZVPD def2/J DEFGRID3
* xyz 0 1
C 2.7453 0.2019 0.4963
C 1.8055 -0.7680 -0.2177
C 0.4247 -0.7344 0.2736
C -0.7250 -0.6101 0.6234
C -2.1444 -0.2411 0.7265
C -2.4327 0.8134 -0.3517
H 2.4977 1.2294 0.2135
H 2.6632 0.1167 1.5837
H 3.7793 0.0030 0.1984
H 1.7528 -0.4784 -1.2783
H 2.2058 -1.7887 -0.2081
H -2.3905 0.1534 1.7204
H -2.7834 -1.1202 0.5773
H -2.2230 0.3979 -1.3426
H -3.4722 1.1549 -0.3283
H -1.7761 1.6776 -0.2105
*
```

Values from the calculation:
ΔE to the lowest compared entry with this formula, charge and spin ... 31.30 kcal per mole
HOMO energy ... -0.342 Eh
SMILES string ... CCC#CCC

No. 3
A 2-piece molecular cluster, C3H9O overall, computed with ωB97M-V with the def2-TZVPD basis set.

Structure (ORCA input):
```
! RIJCOSX wB97M-V def2-TZVPD def2/J DEFGRID3
* xyz -1 1
C -2.5132 1.3315 -0.1411
H -1.8180 1.4519 0.6836
H -3.0087 0.3664 -0.0883
H -3.2666 2.1163 -0.1338
H -1.9059 1.3381 -1.0411
C 1.0171 -0.1730 0.4691
O 0.4449 0.4271 -0.5773
C 1.4491 -1.6609 0.1567
H 1.9057 0.3440 0.9142
H 0.3398 -0.2967 1.3730
H 1.4416 -2.2909 1.0509
H 0.6993 -1.9393 -0.5869
H 2.4319 -1.6986 -0.3236
*
```

Values from the calculation:
ΔE to the lowest compared entry with this formula, charge and spin ... 6.16 kcal per mole
HOMO energy ... -0.078 Eh

No. 4
C26H30N3O7PbSb as an isolated structure, computed with ωB97M-V with the def2-TZVPD basis set.

Structure (ORCA input):
```
! RIJCOSX wB97M-V def2-TZVPD def2/J DEFGRID3
* xyz -2 1
Pb 1.1896 0.4924 0.0728
C -3.0711 1.3065 5.9990
C -2.6938 1.7051 4.5660
O -3.1440 2.7972 4.1717
C -1.8759 0.7951 3.8759
C -1.3130 0.9954 2.6028
C -1.6241 2.2369 1.8094
N -0.4979 0.1599 1.9970
N -0.2793 -1.0304 2.6752
C 0.6584 -1.7387 2.1472
O 1.3798 -1.4593 1.0950
C 0.9591 -3.0484 2.7955
C 2.0281 -3.8150 2.3429
C 2.3228 -5.0331 2.9422
C 1.5522 -5.4994 3.9969
C 0.4808 -4.7368 4.4517
C 0.1863 -3.5212 3.8567
H -4.1600 1.2781 6.0754
H -2.7166 2.0842 6.6794
H -2.6616 0.3432 6.3046
H -1.5814 -0.1047 4.3934
H -2.5782 2.1153 1.2898
H -0.8622 2.4018 1.0463
H -1.7475 3.0974 2.4610
H 2.6200 -3.4354 1.5208
H 3.1612 -5.6183 2.5819
H 1.7827 -6.4505 4.4637
H -0.1283 -5.0944 5.2742
H -0.6408 -2.9113 4.1940
O 0.0003 -2.2856 -3.3836
C 0.5225 -1.6167 -2.4893
O -0.0168 -0.7201 -1.7713
C 2.0154 -1.8479 -2.2307
C 2.7114 -2.8664 -2.8613
C 4.0641 -3.0053 -2.5864
C 4.6775 -2.1288 -1.7062
C 3.9096 -1.1345 -1.1124
N 2.6169 -1.0163 -1.3864
C 4.5264 -0.1350 -0.1158
O 5.7603 -0.1672 -0.0254
O 3.7146 0.6373 0.4604
H 2.1768 -3.5159 -3.5394
H 4.6375 -3.7974 -3.0555
H 5.7272 -2.1819 -1.4564
O 0.4867 4.4984 3.7372
C 0.6788 3.3886 3.7334
C -3.1815 4.3309 -2.5379
C -2.8299 3.1631 -3.4564
Sb -1.7901 1.5317 -2.4143
C 0.1031 2.0829 -3.3001
C 0.6320 3.3860 -2.7080
C -2.4173 0.0473 -3.8439
C -1.9012 0.2439 -5.2632
H -3.7036 5.1380 -3.0639
H -2.2892 4.7647 -2.0806
H -3.8224 4.0074 -1.7145
H -2.2035 3.4999 -4.2879
H -3.7396 2.7414 -3.8948
H -0.0382 2.1817 -4.3784
H 0.7993 1.2636 -3.1219
H -0.0440 4.2208 -2.9122
H 1.6108 3.6517 -3.1176
H 0.7457 3.3165 -1.6227
H -3.5114 0.0600 -3.8218
H -2.0875 -0.9118 -3.4485
H -2.1300 1.2393 -5.6554
H -2.3369 -0.4879 -5.9511
H -0.8189 0.1124 -5.2979
*
```

Values from the calculation:
ΔE to the lowest compared entry with this formula, charge and spin ... 0.57 kcal per mole
HOMO energy ... -0.053 Eh

No. 5
A 8-piece molecular cluster, C38H55N3O21 overall in a non-equilibrium geometry, computed with ωB97M-V with the def2-TZVPD basis set.

Structure (ORCA input):
```
! RIJCOSX wB97M-V def2-TZVPD def2/J DEFGRID3
* xyz 0 1
O 11.0437 13.0042 15.4570
N 9.9793 12.5543 15.8007
O 9.0745 13.2506 16.2331
C 9.7739 11.0432 15.6528
C 8.4302 10.5194 15.8417
C 8.2356 9.1925 15.6874
C 9.3340 8.3646 15.3265
C 10.6298 8.8643 15.2487
C 10.8755 10.2378 15.3590
H 7.5147 11.0326 16.0962
H 7.2847 8.7000 15.8275
H 9.1820 7.2962 15.2821
H 11.4747 8.2088 15.0975
H 11.8831 10.6254 15.3282
O 15.1708 20.2200 11.0244
N 15.1132 19.1603 10.4320
O 16.0389 18.7448 9.7675
C 13.9646 18.2992 10.5578
C 13.9940 16.9267 10.4904
C 12.8229 16.1597 10.6870
C 11.6388 16.7796 11.0567
C 11.6056 18.2007 11.1913
C 12.7477 18.9278 11.0623
H 14.9533 16.5030 10.2322
H 12.7881 15.0814 10.6376
H 10.7644 16.1762 11.2512
H 10.7143 18.6935 11.5506
H 12.7132 19.9876 11.2673
O 15.6275 13.5478 22.6998
N 14.5340 13.0308 22.7229
O 13.8951 12.8314 23.7328
C 13.8948 12.6496 21.4676
C 14.6519 12.6346 20.2314
C 14.1070 12.2288 18.9900
C 12.8026 11.8288 18.9423
C 12.0377 11.8281 20.1300
C 12.6220 12.1448 21.3448
H 15.7130 12.8202 20.1528
H 14.8231 12.2058 18.1818
H 12.3936 11.5694 17.9770
H 10.9951 11.5572 20.0512
H 11.9953 12.0409 22.2182
C 16.0876 21.1407 14.0950
C 17.0416 20.5377 15.1232
O 16.2995 19.6873 15.9644
C 16.7485 19.3466 17.0657
O 17.7336 19.7966 17.6150
O 15.9016 18.4124 17.5702
C 16.1386 17.9591 18.8368
H 16.6765 21.7082 13.3744
H 15.4514 21.8887 14.5682
H 15.5406 20.5129 13.3917
H 17.5202 21.3465 15.6754
H 17.8622 19.9817 14.6698
H 16.8306 17.1187 18.7824
H 15.2192 17.5186 19.2224
H 16.4489 18.7248 19.5479
C 14.6028 11.8138 8.6888
C 14.5297 13.3071 9.2462
O 15.0487 13.2995 10.5667
C 16.2993 13.5960 10.7939
O 17.1387 13.8697 9.9411
O 16.5183 13.4508 12.0641
C 17.9311 13.6383 12.5656
H 13.8441 11.7285 7.9109
H 14.4236 11.1615 9.5436
H 15.6548 11.6831 8.4350
H 13.5177 13.6909 9.3749
H 14.8889 14.1235 8.6196
H 18.6001 12.9244 12.0852
H 17.9992 13.4638 13.6394
H 18.2690 14.6674 12.4437
C 13.2648 18.2562 14.7758
C 12.2724 18.6416 15.7813
O 11.7432 17.4083 16.3203
C 12.1203 16.9016 17.3672
O 12.8660 17.4475 18.1388
O 11.5053 15.6843 17.4553
C 12.0453 14.7673 18.4076
H 12.9474 17.5368 14.0210
H 14.1463 17.8483 15.2703
H 13.7098 19.0159 14.1332
H 11.5025 19.1048 15.1642
H 12.5966 19.4238 16.4677
H 11.5237 13.8307 18.2107
H 11.9511 15.1474 19.4248
H 13.1063 14.6013 18.2207
C 15.9426 16.5265 13.4080
C 16.4676 15.8899 14.6498
O 15.7066 14.7689 14.9239
C 16.1590 13.7829 15.7497
O 17.1765 13.8010 16.3935
O 15.2529 12.8241 15.9487
C 14.0078 12.7290 15.2232
H 16.1440 16.0746 12.4367
H 16.0339 17.6092 13.3206
H 14.8791 16.2963 13.4718
H 16.2652 16.5501 15.4931
H 17.5230 15.7308 14.4284
H 13.5467 13.7160 15.2605
H 13.3502 11.9467 15.6024
H 14.1354 12.4515 14.1769
C 19.7929 13.7577 18.8128
C 19.7476 14.8736 17.7810
O 20.7884 15.8467 18.0325
C 20.9425 16.9732 17.4218
O 21.8541 17.7183 17.6962
O 19.9624 17.1845 16.4678
C 20.0741 18.3840 15.6924
H 20.7381 13.2162 18.7759
H 19.0095 13.0377 18.5762
H 19.7378 13.9651 19.8815
H 18.7085 15.1996 17.8269
H 19.9963 14.3794 16.8418
H 20.9099 18.3416 14.9940
H 19.9622 19.2898 16.2884
H 19.2234 18.3668 15.0112
*
```

Values from the calculation:
ΔE to the lowest compared entry with this formula, charge and spin ... 32.01 kcal per mole
HOMO energy ... -0.366 Eh
SMILES string ... O=[N+]([O-])c1ccccc1.O=[N+]([O-])c1ccccc1.O=[N+]([O-])c1ccccc1.CCOC(=O)OC.CCOC(=O)OC.CCOC(=O)OC.CCOC(=O)OC.CCOC(=O)OC

No. 6
One molecule with the formula C7H12NO2P in a non-equilibrium geometry, computed with ωB97M-V with the def2-TZVPD basis set.

Structure (ORCA input):
```
! RIJCOSX wB97M-V def2-TZVPD def2/J DEFGRID3
* xyz 0 1
C -1.9560 -0.4476 -0.8057
C -0.7394 -0.8273 -0.9402
C -2.3851 -0.0098 0.5031
C 0.4268 -1.3341 -1.7925
C 1.5714 0.7340 0.6084
C 2.0614 0.0965 -0.7813
C 0.4410 -0.0259 1.2275
N 1.7598 -1.2436 -0.9923
O -1.5595 0.9293 2.9220
O -0.7745 2.2776 0.8785
P -1.0508 0.7447 1.5207
H -2.7335 -0.6552 -1.4758
H -3.2624 0.5718 0.6954
H -2.6347 -0.9064 1.1112
H 0.3752 -2.3877 -1.9801
H 0.5711 -0.9082 -2.8293
H 2.4992 0.7503 1.1787
H 1.3492 1.7407 0.3806
H 1.6539 0.5413 -1.6566
H 3.1583 0.1849 -0.9049
H 0.6114 -1.0154 1.7661
H 1.4619 -1.8022 -0.1755
H -0.8444 2.9925 1.5420
*
```

Values from the calculation:
ΔE to the lowest compared entry with this formula, charge and spin ... 69.90 kcal per mole
HOMO energy (spin up / spin down) ... -0.319 / -0.323 Eh

No. 7
C16H11AuCl5IN3OS as an isolated structure, computed with ωB97M-V with the def2-TZVPD basis set.

Structure (ORCA input):
```
! RIJCOSX wB97M-V def2-TZVPD def2/J DEFGRID3
* xyz 1 1
Au -0.0092 -0.7626 -0.6570
Cl -2.0530 -2.3400 5.9629
C -1.9554 -2.0984 4.2680
C -0.7448 -1.7712 3.6778
Cl 0.6842 -1.5965 4.6113
C -0.6983 -1.5815 2.3021
Cl 0.8419 -1.1437 1.5636
C -1.8005 -1.6932 1.4541
O -1.7660 -1.4867 0.1649
C -3.0163 -2.0325 2.0862
Cl -4.4041 -2.1690 1.0838
C -3.0924 -2.2277 3.4561
Cl -4.5970 -2.6199 4.1755
C 0.1775 1.3014 -5.1384
N -0.3785 1.9235 -3.9383
C -0.5144 3.2799 -3.7316
C -1.0789 3.4451 -2.5164
N -1.3087 2.1865 -2.0060
C -0.8627 1.2624 -2.8752
S -0.9341 -0.4599 -2.7399
C -1.9127 1.9196 -0.7179
C -3.2553 1.6270 -0.6467
C -3.7851 1.4044 0.6197
C -2.9507 1.4984 1.7171
C -1.6075 1.7938 1.5161
N -1.0827 1.9973 0.3094
H 0.7010 2.0656 -5.7047
H -0.6188 0.8767 -5.7455
H 0.8712 0.5146 -4.8521
H -0.2037 3.9999 -4.4671
H -1.3579 4.3334 -1.9789
H -3.8645 1.5685 -1.5378
H -4.8318 1.1627 0.7377
H -3.3249 1.3422 2.7197
H -0.9227 1.8675 2.3525
I 2.9436 -1.7601 -1.9023
C 1.7606 -0.0868 -1.4076
H 1.6313 0.5220 -2.2936
H 2.2411 0.4816 -0.6153
*
```

Values from the calculation:
ΔE to the lowest compared entry with this formula, charge and spin ... 0.00 kcal per mole
HOMO energy ... -0.403 Eh

No. 8
One molecule with the formula C2H4N2O2 in a non-equilibrium geometry, computed with ωB97M-V with the def2-TZVPD basis set.

Structure (ORCA input):
```
! RIJCOSX wB97M-V def2-TZVPD def2/J DEFGRID3
* xyz 0 1
N -0.1821 -1.4606 0.1633
N -0.1663 -0.0754 0.1142
C 1.4417 0.7012 0.1026
O 2.3622 -0.0168 0.0122
C -1.2664 0.6858 0.0080
O -2.3960 0.2713 -0.0997
H -0.8341 -1.8219 -0.5338
H 0.7615 -1.8055 -0.0041
H 1.2860 1.7603 0.2225
H -1.0064 1.7616 0.0147
*
```

Values from the calculation:
ΔE to the lowest compared entry with this formula, charge and spin ... 77.66 kcal per mole
HOMO energy ... -0.322 Eh
SMILES string ... NN(C=O)C=O